(1)
Formula: C32H26IN6OSbSe4Sn
Source: the OMol25 dataset
Level of theory: wB97M-V/def2-TZVPD

Gap between HOMO and LUMO   5.54 eV
Largest force on an atom   0.5 eV Å⁻¹
DFT total energy   -11996.843945 a.u.

Geometry as XYZ:
```
72
Properties=species:S:1:pos:R:3:forces:R:3
Sn -1.26599 -0.70026 1.45624 0.088 0.262 -0.300
Se -6.11230 0.01157 2.69850 -0.189 0.063 0.017
Sb -3.95620 -0.51222 3.49970 0.214 -0.104 -0.202
Se -2.21819 1.25299 2.65222 -0.276 0.237 0.086
Se -2.97026 -2.40687 1.89210 -0.094 -0.025 0.002
Se -3.23886 -1.10933 5.67091 0.018 -0.030 0.238
N 8.15194 -5.25034 1.54797 0.165 -0.076 -0.004
C 7.12699 -4.73514 1.53990 -0.305 0.141 0.001
C 5.83672 -4.08652 1.53031 0.286 -0.141 0.003
C 4.80136 -4.60209 2.30210 -0.087 0.026 0.011
C 3.56740 -3.97364 2.29613 0.079 0.020 0.000
C 3.36668 -2.83973 1.51607 -0.078 0.028 0.009
C 4.40590 -2.33596 0.73994 0.050 -0.035 -0.008
C 5.64462 -2.95209 0.74836 -0.083 0.051 0.000
C 2.04151 -2.16035 1.50798 0.043 -0.147 -0.118
C 1.30316 -2.23473 0.30648 0.017 0.345 0.189
C 1.62732 -3.02388 -0.80071 0.053 -0.132 -0.136
C 0.58208 -2.91960 -1.70646 0.083 -0.051 -0.015
C -0.34281 -2.06344 -1.12826 -0.154 0.153 0.004
N 0.08131 -1.60694 0.06541 0.082 -0.338 0.111
C 1.63839 -1.54959 2.66747 -0.215 0.133 0.026
C 2.35311 -1.41792 3.89666 0.125 -0.118 -0.079
C 1.55872 -0.72456 4.75917 -0.161 0.085 0.010
C 0.36482 -0.42448 4.05400 0.007 -0.070 -0.045
N 0.40740 -0.89234 2.81486 0.317 -0.163 0.296
H 4.96515 -5.48669 2.90062 0.007 -0.019 0.009
H 2.75384 -4.36209 2.89322 -0.027 -0.016 0.009
H 4.23983 -1.45791 0.12964 -0.015 0.017 -0.015
H 6.45916 -2.56203 0.15484 0.019 -0.002 -0.006
H 2.51530 -3.62375 -0.89510 0.060 -0.040 -0.022
H 0.48344 -3.41137 -2.65767 -0.010 -0.028 -0.050
H -1.30773 -1.78354 -1.51078 -0.084 0.099 -0.037
H 3.33952 -1.80639 4.08530 0.056 -0.014 -0.009
H 1.76510 -0.45385 5.77906 0.005 0.016 0.056
H -0.51281 0.09229 4.40893 -0.015 0.047 0.089
C -2.97241 2.44367 -4.40421 0.016 -0.124 -0.052
N -2.16928 1.99189 -3.28587 -0.028 0.134 0.172
N -2.71772 1.35970 -2.19305 -0.061 0.011 -0.242
C -1.71221 0.83522 -1.43032 -0.044 0.167 -0.001
O -1.99985 0.26957 -0.34324 0.064 -0.270 -0.056
C -0.50133 1.12703 -2.10613 -0.067 -0.128 0.042
C -0.83591 1.83547 -3.23126 0.117 -0.023 -0.159
C 0.04327 2.38068 -4.30144 0.048 0.003 0.062
C -4.08085 1.53462 -1.81134 0.170 0.037 0.100
C -4.80046 0.42839 -1.39657 -0.140 0.028 0.016
C -6.11003 0.60482 -0.97561 0.060 -0.080 0.014
C -6.68612 1.86455 -0.98478 0.020 0.069 -0.030
C -5.94893 2.96614 -1.39865 0.015 -0.034 -0.008
C -4.63264 2.80865 -1.80052 -0.068 -0.068 0.036
H -3.94646 1.96404 -4.35032 0.008 0.039 -0.022
H -2.48579 2.14244 -5.33108 -0.028 0.049 0.018
H -3.10279 3.52503 -4.38928 -0.022 -0.002 -0.014
H 0.48604 0.86069 -1.78163 0.086 -0.034 0.060
H 1.08311 2.19307 -4.04670 0.009 -0.014 0.000
H -0.09408 3.45663 -4.41103 -0.024 0.024 0.002
H -0.16117 1.91487 -5.26555 -0.008 -0.033 -0.027
H -4.33565 -0.54648 -1.36302 0.010 -0.014 -0.018
H -6.66498 -0.24933 -0.61771 -0.039 -0.008 0.031
H -7.70406 1.99507 -0.64646 -0.031 -0.007 0.016
H -6.38789 3.95406 -1.38743 -0.026 0.018 0.012
H -4.03450 3.66252 -2.08526 0.046 0.059 -0.013
I -1.11075 4.03205 0.04295 -0.039 0.032 0.033
C 0.79259 3.18034 0.26466 -0.003 0.017 -0.067
C 1.88649 3.87146 -0.25041 -0.128 -0.011 0.046
C 3.13489 3.30326 -0.09683 0.081 -0.034 0.026
C 3.24472 2.08833 0.56551 0.078 0.049 -0.033
C 2.09299 1.49221 1.03817 -0.107 0.013 0.015
N 0.87295 2.02043 0.88437 -0.003 -0.041 -0.064
H 1.75177 4.82341 -0.74080 -0.009 0.021 -0.019
H 4.01192 3.80905 -0.47714 0.032 0.006 -0.016
H 4.20498 1.61721 0.72253 0.012 -0.006 0.004
H 2.13449 0.55201 1.57037 0.020 -0.019 0.015
```
Forces are in eV/Å.

---

(2)
Formula: C7H6O4
Source: the OMol25 dataset
Level of theory: wB97M-V/def2-TZVPD

Gap between HOMO and LUMO   9.92 eV
Largest force on an atom   7.8 eV Å⁻¹
DFT total energy   -571.064525 a.u.

Geometry as XYZ:
```
17
Properties=species:S:1:pos:R:3:forces:R:3
C -2.53118 1.05381 2.33256 -1.309 0.534 1.731
C -2.05318 0.56239 1.37843 2.029 -1.842 -7.343
C 0.03695 -0.62663 -2.27855 3.922 0.192 2.652
C -1.56589 0.11462 -0.63130 -1.044 1.310 4.093
C -0.28738 -0.11441 -0.86311 -0.009 -0.347 -1.245
C 0.73759 0.18142 0.13227 -0.082 0.838 1.147
C 2.82322 -0.45619 0.78254 1.269 2.536 -0.585
O 1.13173 -1.02233 -2.64470 -2.047 0.379 0.135
O 0.62196 0.80017 1.16916 -0.495 -0.389 -0.495
O -2.52907 0.21950 -1.51664 -1.308 -0.319 1.138
O 1.87677 -0.30528 -0.26995 1.645 -0.871 -0.648
H -3.13106 1.30080 3.14794 -0.214 0.460 0.905
H -0.78912 -0.48488 -2.85569 -2.355 -0.121 -2.469
H 3.17401 0.53363 1.17965 -0.058 -0.679 -0.783
H 3.66215 -1.07169 0.49093 -0.205 -0.168 -0.307
H 2.25102 -0.79529 1.55488 -0.901 -1.637 2.456
H -3.42852 0.11035 -1.10843 1.160 0.124 -0.381
```
Forces are in eV/Å.

---

(3)
Formula: C52H65ClN4O12ReS3Si2
Source: the OMol25 dataset
Level of theory: wB97M-V/def2-TZVPD

Gap between HOMO and LUMO (spin up / spin down)   5.01 / 4.84 eV
Largest force on an atom   2.5 eV Å⁻¹
Charge   -2
Spin multiplicity   4
DFT total energy   -5454.751051 a.u.
⟨S²⟩   3.7948

Geometry as XYZ:
```
140
Properties=species:S:1:pos:R:3:forces:R:3
Re 0.16749 -0.36760 1.76062 0.933 -1.257 -0.398
C 2.85879 7.49917 -1.13266 0.116 -0.062 -0.312
O 2.26068 7.84726 0.08873 -0.684 0.006 0.358
C 0.93601 7.47084 0.26112 0.303 0.046 0.039
C 0.55014 7.14811 1.55890 0.303 0.089 -0.199
C -0.72356 6.70429 1.81720 -0.451 -0.170 -0.224
C -1.67109 6.59406 0.78473 1.759 0.134 -0.330
C -1.30126 7.02979 -0.49449 -0.338 -0.286 0.443
C -0.00747 7.43226 -0.75904 0.484 0.099 -0.065
N -2.96483 6.25741 1.07498 -1.750 -0.178 0.656
N -3.34184 5.29752 1.80311 -0.886 1.346 -0.760
C -2.68660 4.13709 2.05439 1.010 -1.349 0.619
C -3.03762 3.51367 3.26982 0.101 0.550 -0.639
C -2.50811 2.32476 3.69863 0.503 -0.749 0.008
C -1.61728 1.60311 2.87655 -0.527 0.887 -0.079
O -1.11382 0.46399 3.13977 0.291 -0.137 0.501
C -1.26588 2.19467 1.61738 -0.322 0.218 0.200
N -0.38295 1.44392 0.90559 -0.336 1.094 -0.838
C 0.00653 1.90574 -0.27523 0.303 -0.609 0.206
C -0.57260 3.02948 -0.85241 -0.458 0.599 0.158
C -1.49168 3.78083 -0.15170 0.349 -0.369 -0.404
C -1.79264 3.42864 1.17481 -0.098 -0.190 0.357
H 3.92289 7.70775 -1.01488 -0.082 -0.030 -0.091
H 2.46779 8.08739 -1.97090 0.058 0.011 0.046
H 2.71808 6.43670 -1.35715 0.008 0.029 0.028
H 1.28113 7.23548 2.34747 0.112 -0.048 0.109
H -1.03110 6.43912 2.81934 0.050 -0.041 0.061
H -2.03491 7.00766 -1.28885 -0.057 -0.015 -0.032
H 0.26188 7.70953 -1.76884 0.033 0.016 -0.024
H -3.73443 4.04898 3.89911 -0.130 0.017 0.007
H -2.78582 1.90362 4.65172 -0.041 -0.087 0.082
H 0.75156 1.32705 -0.79543 0.078 -0.055 -0.108
H -0.30388 3.28195 -1.86590 0.030 -0.003 -0.091
H -1.99836 4.60583 -0.62548 0.074 0.007 -0.011
C 0.94273 -3.69728 0.03608 0.190 0.827 0.347
Si 2.24637 -2.33288 0.06960 0.371 -1.148 -0.868
C 2.85441 -2.32164 -1.76552 0.096 0.081 0.624
C 3.60707 -2.97404 1.27908 -0.395 0.352 -0.453
N 1.94179 -0.69989 0.70604 -1.413 -0.324 0.279
C 3.01713 0.13720 0.77511 0.494 0.674 0.446
C 4.22122 -0.08750 0.07456 -0.184 0.036 0.038
C 5.34770 0.69497 0.21782 0.138 0.149 0.019
C 5.34367 1.78873 1.06323 0.041 0.009 -0.039
C 4.17174 2.07824 1.74525 -0.149 0.171 0.150
C 3.04572 1.28668 1.61328 0.725 -0.146 -0.494
O 1.87618 1.62536 2.24999 -0.444 -0.520 -0.062
C 1.88467 2.48204 3.31582 -0.195 0.469 0.655
C 1.19069 3.68042 3.18963 0.167 -0.341 -0.188
C 1.05307 4.50707 4.28810 0.022 0.046 0.157
C 1.61870 4.15646 5.50187 -0.004 0.142 0.058
C 2.33279 2.97421 5.61328 0.114 0.004 0.055
C 2.47205 2.13109 4.52725 -0.160 -0.215 -0.309
H 1.42402 -4.67024 -0.04380 0.392 -0.095 -0.055
H 0.30664 -3.55470 -0.82769 -0.054 0.110 -0.207
H 0.31332 -3.71705 0.91756 0.051 -0.131 0.010
H 2.17247 -2.90120 -2.37924 -0.235 -0.138 0.032
H 3.84466 -2.76320 -1.86548 0.330 -0.098 0.039
H 2.86541 -1.32626 -2.19638 0.008 0.182 -0.025
H 4.07201 -3.89826 0.95176 0.053 -0.227 -0.169
H 3.13092 -3.16251 2.23616 -0.171 -0.096 0.187
H 4.38285 -2.23507 1.44553 0.208 0.098 0.045
H 4.27467 -0.92059 -0.59602 0.005 -0.178 -0.153
H 6.23824 0.43994 -0.34293 0.020 -0.013 -0.030
H 6.21908 2.41367 1.18235 -0.010 0.016 0.022
H 4.12318 2.93922 2.40015 0.011 0.005 0.000
H 0.75364 3.93921 2.23774 -0.056 0.054 -0.130
H 0.48996 5.42216 4.20001 -0.068 0.146 -0.028
H 1.50107 4.80358 6.36005 -0.011 0.031 0.056
H 2.77633 2.69817 6.56053 -0.005 -0.040 0.042
H 2.95870 1.17180 4.60666 0.081 -0.058 0.006
C -1.84907 -4.66788 -4.90018 0.160 0.056 0.221
C -1.06361 -4.43463 -3.60244 -0.263 -0.550 -0.151
C -0.11871 -5.61517 -3.33547 -0.173 0.358 -0.047
C -2.02944 -4.27297 -2.43080 0.274 0.074 -0.109
O -0.25430 -3.29108 -3.78022 0.309 -0.334 -0.128
Si -0.55964 -1.68970 -3.71759 0.687 1.425 1.900
S 0.00407 -0.64854 -1.99354 -0.267 -0.489 -0.869
O -2.11444 -1.50952 -4.22413 -0.217 -0.357 -0.367
C -3.07940 -0.53011 -3.88087 -0.469 0.312 0.002
C -4.12520 -0.55805 -5.00675 0.299 -0.061 0.309
C -3.71338 -0.89262 -2.53558 0.183 -0.046 -0.289
C -2.44620 0.85806 -3.80141 -0.099 -0.133 0.007
O 0.47389 -0.94833 -4.73268 0.442 0.118 -1.128
C 0.95050 -1.01729 -6.04634 0.041 0.083 -0.300
C 0.03572 -0.17931 -6.95127 0.238 -0.171 0.259
C 1.00050 -2.46041 -6.54486 0.020 0.314 0.168
C 2.36052 -0.40855 -6.00787 -0.395 -0.154 -0.003
H -2.51194 -5.52455 -4.79801 -0.102 -0.120 -0.005
H -1.16486 -4.84763 -5.72819 0.095 -0.031 -0.084
H -2.43368 -3.77835 -5.11721 -0.134 0.066 -0.056
H -0.67690 -6.54852 -3.29891 -0.091 -0.111 0.024
H 0.37886 -5.46652 -2.38210 0.116 -0.001 0.140
H 0.63693 -5.68583 -4.11619 0.044 0.032 -0.118
H -2.66159 -5.15112 -2.32949 -0.102 -0.136 -0.002
H -2.65194 -3.40199 -2.58512 -0.224 0.129 -0.030
H -1.48993 -4.13198 -1.50011 0.053 0.006 0.165
H -4.57254 -1.54650 -5.07281 -0.050 -0.168 -0.025
H -3.64666 -0.32668 -5.95612 0.051 0.040 -0.131
H -4.91216 0.16840 -4.81979 -0.109 0.118 0.047
H -4.26236 -1.83070 -2.59894 -0.054 -0.095 -0.047
H -4.40030 -0.11640 -2.21395 -0.153 0.186 0.072
H -2.93236 -0.99865 -1.78617 0.021 0.052 0.076
H -1.85938 1.04852 -4.69679 0.075 0.067 -0.174
H -1.78146 0.89698 -2.94403 0.103 0.078 0.057
H -3.21383 1.62132 -3.70454 -0.199 0.134 -0.009
H -0.97510 -0.57768 -6.90990 -0.145 -0.050 -0.024
H 0.39136 -0.19523 -7.98041 0.012 0.028 -0.153
H 0.01632 0.84666 -6.59019 -0.016 0.131 0.000
H -0.01138 -2.83980 -6.64771 -0.151 -0.158 -0.062
H 1.51561 -3.06561 -5.80698 0.115 -0.185 0.059
H 1.51530 -2.51995 -7.50175 0.040 -0.037 -0.158
H 2.30165 0.59238 -5.58710 0.009 0.111 0.026
H 2.79956 -0.36152 -7.00221 0.080 0.006 -0.162
H 2.99138 -1.00814 -5.35827 0.116 -0.093 0.083
O -2.04586 -1.87219 3.08866 -0.123 -0.120 0.499
S -2.09446 -2.71872 1.92125 -1.899 -0.244 -0.522
O -3.44598 -2.99603 1.45274 -0.070 0.027 -0.090
O -1.28723 -3.92257 1.95946 0.074 -0.067 0.185
S -1.38759 -1.45463 0.37646 0.688 0.025 1.080
C -1.43339 -5.89686 4.28728 0.088 0.099 -0.082
C -1.78344 -4.58166 4.90533 0.196 -0.027 0.065
C -3.08876 -4.27546 5.24796 0.157 0.170 -0.004
C -3.39251 -3.03467 5.78020 0.247 0.058 0.033
Cl -5.02184 -2.69975 6.27069 -0.472 0.102 0.072
C -2.42842 -2.06539 5.93939 -0.072 -0.206 0.012
C -1.12409 -2.36033 5.58605 0.266 -0.171 0.120
C -0.78610 -3.61184 5.09106 -0.461 0.032 0.554
O 0.49542 -3.99516 4.81880 0.070 -0.111 -0.272
C 1.49056 -3.00220 4.82725 -0.052 0.164 -0.099
C 1.24435 -1.86747 3.81152 1.002 -0.147 1.246
O 1.72502 -0.74662 4.02939 -0.126 0.246 -0.019
O 0.59769 -2.16452 2.78351 -0.383 0.411 -0.954
H -2.23816 -6.62030 4.40266 -0.061 -0.024 0.034
H -0.51629 -6.29209 4.71819 0.066 -0.122 0.026
H -1.26111 -5.70842 3.22772 0.056 -0.148 -0.079
H -3.87922 -4.99162 5.07169 0.005 -0.072 0.039
H -2.68635 -1.08085 6.29724 -0.040 0.052 0.038
H -0.39234 -1.57445 5.65571 0.163 0.134 0.064
H 2.41666 -3.51310 4.54393 -0.092 0.097 -0.008
H 1.63294 -2.57588 5.83241 -0.101 0.047 -0.251
```
Forces are in eV/Å.

---

(4)
Formula: C3H5BrClN4
Source: the OMol25 dataset
Level of theory: wB97M-V/def2-TZVPD

Gap between HOMO and LUMO (spin up / spin down)   6.49 / 6.93 eV
Largest force on an atom   9.0 eV Å⁻¹
Charge   +1
Spin multiplicity   3
DFT total energy   -3370.020410 a.u.
⟨S²⟩   2.0107

Geometry as XYZ:
```
14
Properties=species:S:1:pos:R:3:forces:R:3
C 2.59945 1.96512 1.69533 0.516 -0.212 -0.207
C -1.69886 -1.32778 -2.72578 0.401 0.685 -3.575
C -0.31695 -0.37886 0.07915 5.385 -3.441 6.399
N 1.60326 1.72283 2.18252 -1.291 0.110 0.795
N -1.11005 -0.40108 -2.12716 0.544 -0.420 1.451
N -1.09037 -0.11212 -0.87801 -4.230 3.235 -4.497
N -0.39664 0.25339 1.46040 -1.028 -1.261 -1.170
Cl 3.99257 2.09666 0.98081 1.524 0.436 -0.660
Br 1.48476 -1.30884 0.19119 -0.652 0.675 -0.845
H -2.06727 -2.20587 -2.33078 -0.880 -1.561 1.826
H -1.78217 -1.35796 -3.83781 0.375 0.677 0.897
H 0.53473 0.91501 1.75153 -1.670 -0.781 -0.022
H -0.44809 -0.63835 2.08487 0.079 2.240 -0.866
H -1.30437 0.77786 1.47373 0.927 -0.382 0.475
```
Forces are in eV/Å.

---

(5)
Formula: C4H8O4
Source: the OMol25 dataset
Level of theory: wB97M-V/def2-TZVPD

Gap between HOMO and LUMO   11.28 eV
Largest force on an atom   2.6 eV Å⁻¹
DFT total energy   -458.209918 a.u.
SMILES   CC(=O)O.CC(=O)O

Geometry as XYZ:
```
16
Properties=species:S:1:pos:R:3:forces:R:3
C 2.88233 1.42872 -2.04870 0.817 0.430 0.672
C 1.77248 0.80045 -1.31642 -0.752 -1.840 1.715
O 1.89860 -0.17195 -0.57938 0.031 0.655 -0.561
O 0.59532 1.38261 -1.47137 -2.304 -0.317 0.457
H 3.78718 0.87796 -1.83580 0.125 -0.202 -0.082
H 2.71297 1.48435 -3.09459 -0.287 -0.004 -0.962
H 3.03790 2.44195 -1.68566 -0.151 0.171 0.012
H -0.17626 0.88670 -0.97946 2.129 0.933 -0.978
C -2.87177 -1.37253 2.09721 -1.353 1.302 -0.056
C -1.79205 -0.94340 1.13921 -0.855 0.402 0.416
O -1.91800 -0.13431 0.25124 0.290 -0.082 -0.400
O -0.64236 -1.43303 1.55094 1.644 -0.127 -0.503
H -3.75565 -0.66584 1.90583 1.182 -1.213 0.369
H -3.21839 -2.43501 1.97931 0.675 1.048 0.397
H -2.40016 -1.08985 3.07957 -0.925 -0.897 -0.613
H 0.08786 -1.05681 1.00808 -0.267 -0.260 0.115
```
Forces are in eV/Å.